# 1
A structure of composition C10H29N3P2Rh. Source: the Open Molecules 2025 dataset; level of theory: the ωB97M-V functional and the def2-TZVPD basis.

Structure (XYZ):
```
45
Properties=species:S:1:pos:R:3:forces:R:3
Rh -0.12893 -0.42426 0.45707 -0.4 -0.3 0.4
N -0.07231 0.38263 2.64071 0.0 0.2 -0.2
C -1.38176 0.97308 3.02688 0.1 -0.1 -0.1
C -1.88416 1.82379 1.88064 0.0 0.0 -0.1
N -1.83545 1.09711 0.57854 -0.1 -0.1 0.0
C -3.01218 0.23297 0.24559 0.1 0.1 0.0
C -2.96422 -1.16250 0.84780 0.1 0.0 0.0
N -1.74355 -1.91639 0.40762 0.1 0.1 0.0
H 0.18493 -0.37277 3.27249 0.0 0.0 0.1
H 0.66207 1.08162 2.73479 0.0 0.0 0.1
H -1.29271 1.58946 3.92019 0.0 0.0 0.1
H -2.06436 0.16298 3.27224 0.0 0.0 0.0
H -1.24740 2.70302 1.77368 0.0 0.0 0.0
H -2.89786 2.17764 2.07592 0.0 0.0 0.0
H -1.76401 1.79925 -0.15031 0.0 0.0 0.0
H -3.05204 0.15419 -0.84256 0.0 0.0 0.0
H -3.93426 0.72283 0.56367 0.0 0.0 0.0
H -3.86150 -1.69843 0.54082 0.0 -0.1 0.0
H -2.96693 -1.14117 1.93431 0.0 0.0 0.0
H -1.86675 -2.25319 -0.54638 -0.1 0.0 0.0
H -1.62048 -2.75264 0.97719 0.0 0.0 0.0
C -0.97270 -0.79363 -3.21887 0.0 0.0 0.1
P 0.04446 0.16466 -2.07111 0.2 0.2 -0.1
C -0.10974 1.89707 -2.56516 0.0 0.0 0.1
C 1.77032 -0.34471 -2.38179 0.0 0.0 0.0
C 2.74799 0.14054 -1.30716 0.0 0.0 0.0
P 2.38282 -0.50045 0.35991 0.0 0.0 -0.1
C 2.99584 -2.19529 0.46849 -0.1 0.0 0.0
C 3.34065 0.49385 1.51815 -0.1 0.0 0.0
H -0.63009 -0.55408 -4.22990 0.0 0.0 0.0
H -2.02733 -0.52704 -3.14435 0.0 0.0 0.0
H -0.84899 -1.86558 -3.05936 0.0 0.0 0.0
H 0.28014 2.00016 -3.58136 0.0 0.0 0.0
H 0.44881 2.56188 -1.90604 0.0 0.0 0.0
H -1.15961 2.19585 -2.57346 0.0 0.0 0.0
H 2.04945 0.06212 -3.35773 0.1 0.0 0.0
H 1.78340 -1.43329 -2.48172 0.0 0.0 0.0
H 2.76985 1.23169 -1.24365 0.0 0.0 0.0
H 3.76651 -0.17864 -1.54593 0.0 0.0 -0.1
H 4.05202 -2.17780 0.18193 0.0 -0.1 0.0
H 2.46002 -2.87336 -0.19586 0.0 0.0 0.0
H 2.91438 -2.55992 1.49299 0.0 0.0 0.0
H 4.38609 0.43369 1.20007 0.0 0.0 0.1
H 3.26780 0.10337 2.53394 0.0 0.0 0.0
H 3.03177 1.53972 1.49703 0.0 0.0 0.0
```
Forces are in eV/Å.

The spin multiplicity is 5. The value obtained for the HOMO energy (alpha / beta) is -17.87 / -20.73 eV. The total charge is +3. The maximum force is 0.7 eV/A.

=====

# 2
A structure of composition C10H30FInO5S5 in a non-equilibrium geometry. Source: the Open Molecules 2025 dataset; level of theory: the ωB97M-V functional and the def2-TZVPD basis.

Structure (XYZ):
```
52
Properties=species:S:1:pos:R:3:forces:R:3
In -43.62594 9.94324 34.40546 5.5 -2.5 0.1
F -41.84411 11.42199 34.18223 -0.2 -1.0 0.9
C -45.61956 13.27651 35.49730 0.1 -0.3 -1.1
S -44.15025 13.06260 34.37170 0.3 3.0 3.0
O -44.13517 11.60380 33.95703 -6.7 6.9 -0.5
C -44.75507 14.28038 33.09031 -0.9 -1.3 -0.9
H -46.40652 12.92912 34.82788 -0.5 -0.1 0.4
H -45.84287 14.28997 35.83066 0.5 0.3 -0.6
H -45.57859 12.67583 36.40593 1.0 0.7 -1.5
H -44.77980 15.30571 33.45934 0.4 -0.3 0.6
H -45.77355 14.01670 32.80521 -0.2 -0.1 0.2
H -44.20387 14.25106 32.15041 0.4 0.0 0.5
C -43.73842 5.78907 34.19161 0.7 1.0 -1.6
S -44.73756 7.00434 33.20090 -1.0 0.1 0.1
O -44.55978 8.42862 33.78184 -3.6 -3.9 -1.3
C -43.95299 6.99593 31.53049 -0.1 -0.5 1.2
H -43.85308 4.83373 33.67946 -0.6 -0.1 0.2
H -44.00630 5.78915 35.24819 -0.2 0.1 -0.3
H -42.69688 6.05099 34.00533 -0.1 -0.2 0.6
H -44.13511 7.95002 31.03591 -0.4 -0.2 0.2
H -44.39582 6.15114 31.00292 0.0 0.1 0.0
H -42.88348 6.88737 31.71066 -1.8 -0.4 -0.6
C -39.72417 8.80855 34.13020 -0.4 -0.7 -0.2
S -41.14488 7.70656 33.95890 1.0 -0.5 0.9
O -42.28976 8.52753 34.54487 2.9 -3.2 2.0
C -41.25599 7.58000 32.15566 2.0 -0.9 -1.6
H -38.92117 8.30770 33.58943 0.1 0.5 -0.3
H -39.39276 8.90121 35.16445 -0.5 -0.1 0.1
H -40.14440 9.73460 33.73785 0.7 -0.2 0.7
H -40.29744 7.74902 31.66505 0.3 0.5 0.5
H -42.01998 8.27015 31.79774 1.4 -1.0 0.0
H -41.53658 6.65228 31.65694 1.0 -0.9 1.3
C -46.28080 11.02713 37.49666 -0.1 -0.6 0.8
S -44.48857 10.58480 37.52577 -2.0 1.3 2.0
O -44.19114 10.79652 36.04378 -0.4 0.8 3.9
C -43.84173 12.10296 38.44753 0.4 -0.6 -1.6
H -46.46509 12.04623 37.15669 -0.2 -0.9 0.5
H -46.75409 10.97354 38.47707 0.3 -0.4 0.2
H -46.75156 10.30087 36.83404 0.0 0.1 0.0
H -44.13237 13.03135 37.95586 -0.1 -0.2 -0.3
H -42.78829 11.91166 38.24313 0.2 0.5 0.6
H -44.09735 12.22905 39.49960 0.0 -0.9 0.0
C -40.70581 11.18447 32.00572 0.7 1.1 -1.5
S -42.25325 10.42100 31.48012 -0.4 2.7 -1.1
O -42.59270 9.38997 32.53588 -2.6 3.8 -0.5
C -43.39012 11.90178 31.75293 2.2 1.1 -1.4
H -40.89797 12.19085 32.37768 0.2 -0.6 0.6
H -40.08322 11.33447 31.12370 -0.3 -0.1 -0.7
H -40.04873 10.54800 32.59837 -0.9 0.6 -0.2
H -42.83608 12.79861 31.47577 0.5 -0.3 -0.9
H -43.46188 12.06726 32.82790 1.4 -0.9 -2.9
H -44.37372 12.02649 31.30008 0.1 -1.1 -0.4
```
Forces are in eV/Å.

The value obtained for the HOMO energy is -14.88 eV. The value obtained for the energy above the lowest of the compared OMol25 structures with the same formula, charge and spin is 71.7 kcal per mole. The total charge is +2. The maximum force is 9.7 eV/A.

=====

# 3
A structure of composition C10H30K2O18PV2 in a non-equilibrium geometry. Source: the Open Molecules 2025 dataset; level of theory: the ωB97M-V functional and the def2-TZVPD basis.

Structure (XYZ):
```
63
Properties=species:S:1:pos:R:3:forces:R:3
K -2.64889 -2.24859 3.80755 -0.3 0.7 0.1
K -1.26114 -4.08616 0.65584 0.3 0.0 -0.9
O 2.73012 -0.80084 3.01084 -1.2 -1.7 0.3
V 1.80605 -2.08964 2.99366 2.3 2.3 -2.2
O 2.79504 -3.28687 2.68020 -1.3 0.3 0.8
O -1.76975 1.67844 3.42517 -0.8 -0.3 0.2
V -0.32352 1.26317 3.02393 0.9 1.0 -1.2
O 0.58461 1.46178 4.26598 0.7 0.0 0.9
P -0.33263 -1.06514 1.56894 0.1 1.8 -0.8
O 0.77939 -2.05592 1.08413 -0.7 0.1 2.1
O -0.13575 -0.96248 3.12105 0.0 -1.2 1.1
O -1.78609 -1.43129 1.28695 1.3 -1.1 -0.3
O 0.05357 0.39564 1.18786 -0.3 -0.6 -0.1
C 1.09403 -3.56313 -3.55088 0.3 0.4 0.1
C 1.32038 -2.66982 -2.33398 -0.1 -0.2 -0.8
O 0.75740 -3.32233 -1.19727 -0.3 0.1 0.2
O 1.68058 -2.91470 -4.67680 -0.2 -0.3 0.2
H 0.01364 -3.68909 -3.68011 0.0 0.0 -0.1
H 1.55064 -4.54902 -3.43347 0.0 0.0 0.3
H 0.82753 -1.71418 -2.53308 -0.1 0.0 0.1
H 2.37926 -2.44466 -2.19131 0.1 -0.3 0.0
H 0.90217 -2.72964 -0.44149 0.1 -0.3 -0.2
H 1.85709 -3.61594 -5.31040 0.1 0.3 -0.2
C -5.14607 -0.75550 1.25601 0.3 -1.5 1.3
C -4.85483 -0.68079 -0.22463 -0.8 1.4 0.3
O -3.90206 -1.58260 -0.72958 0.7 -0.3 0.3
O -4.11035 -0.37579 2.22953 0.1 -0.4 -1.1
H -5.35042 -1.81674 1.47253 -0.4 0.1 0.0
H -6.01648 -0.17118 1.54208 0.0 0.1 -0.3
H -4.64909 0.38617 -0.39123 0.5 -0.2 -0.6
H -5.76264 -0.93126 -0.77697 -0.1 0.2 0.3
H -3.10450 -1.51995 -0.18908 0.2 0.3 0.0
H -3.24594 -0.62252 1.83642 -0.5 0.6 -0.1
C -1.38514 1.74069 -1.81214 -0.3 0.1 0.1
C -1.43352 0.48005 -2.69467 0.0 0.9 0.5
O -2.77667 0.09462 -2.89055 0.3 -0.4 0.2
O -1.80376 1.53277 -0.44579 -0.1 -0.5 -0.8
H -2.11324 2.41932 -2.25489 0.1 0.2 0.1
H -0.40281 2.21532 -1.76251 0.2 -0.1 -0.5
H -0.80443 -0.27660 -2.20737 -0.2 -0.4 -0.2
H -1.05510 0.66594 -3.69929 0.4 0.2 0.2
H -3.03249 -0.39614 -2.10403 -0.5 -0.1 0.0
H -1.08262 1.05202 -0.01494 -0.2 0.2 0.1
C 4.17244 -0.45007 -0.59459 0.5 -0.5 0.2
C 3.32238 0.80593 -0.57199 0.4 -0.7 0.4
O 2.10966 0.58325 -1.27115 -0.2 0.1 -0.3
O 3.65706 -1.56251 0.14920 -0.1 0.6 -0.1
H 5.16492 -0.25009 -0.18584 -0.1 0.1 0.2
H 4.36032 -0.77570 -1.62278 -0.3 0.2 -0.2
H 3.94519 1.58183 -1.02475 -0.4 0.2 -0.2
H 3.05789 1.09123 0.45026 0.4 0.0 0.1
H 1.41413 0.53092 -0.61006 -0.2 0.1 0.0
H 2.71550 -1.60263 -0.04332 0.0 -0.1 -0.1
C 1.12284 3.62392 1.10080 0.5 0.9 -1.3
C 2.23723 4.51563 1.60605 -0.6 -0.6 0.6
O 1.59865 5.67491 2.13488 0.1 -0.2 0.1
O 0.26443 3.29850 2.18906 -0.4 -0.8 -0.2
H 1.51675 2.72753 0.63178 0.0 -0.3 0.3
H 0.62319 4.17680 0.29811 -0.6 -0.2 0.3
H 2.94233 4.80819 0.83034 0.1 -0.4 -0.1
H 2.65487 3.88150 2.39810 0.7 0.6 0.1
H 2.25244 6.18518 2.62267 -0.1 0.1 0.0
H 0.02618 4.13829 2.61102 -0.1 -0.2 0.2
```
Forces are in eV/Å.

The value obtained for the HOMO energy is -11.48 eV. The total charge is +1. The maximum force is 3.9 eV/A.

=====

# 4
A structure of composition C10H30KO22P2V2 in a non-equilibrium geometry. Source: the Open Molecules 2025 dataset; level of theory: the ωB97M-V functional and the def2-TZVPD basis.

Structure (XYZ):
```
67
Properties=species:S:1:pos:R:3:forces:R:3
K 2.31638 -2.68975 -1.46967 0.2 -0.5 -0.7
O 2.52600 1.39376 -3.87159 -1.3 -0.4 1.1
V 1.41504 0.43539 -3.20381 2.5 -1.3 -2.3
O 0.15041 0.44479 -4.11788 -0.8 0.3 -0.3
O 3.64077 2.62676 0.55674 0.4 -0.7 0.0
V 3.08756 1.19274 0.07045 -0.4 1.4 0.7
O 3.68036 0.01330 0.92738 0.9 -0.5 0.6
P 0.68229 0.31006 -0.47007 -1.0 1.1 -0.6
O 0.18066 1.28378 -1.54939 -0.8 -0.7 -0.1
O 2.00528 -0.07415 -1.23950 0.2 -0.8 0.9
O -0.25362 -0.83005 -0.06491 0.6 1.0 0.1
O 1.09502 1.11878 0.78958 0.9 -0.4 -0.9
P 2.82939 -2.46065 -4.70194 4.3 -5.3 -5.7
O 2.21170 -2.92937 -6.03655 -2.7 1.5 0.0
O 3.18839 -3.85882 -4.11676 -1.3 0.6 3.7
O 2.14889 -1.43022 -3.81260 -1.6 2.5 2.5
O 4.21386 -2.11179 -5.32467 0.5 2.6 1.3
C 0.92226 4.58233 0.58244 0.5 -0.7 0.3
C 1.55274 4.56155 -0.82399 -0.7 -0.3 -0.1
O 1.83850 3.26693 -1.35972 0.2 0.6 0.9
O -0.18935 3.69972 0.67945 -0.2 0.8 -0.2
H 0.63800 5.60946 0.82378 -0.5 0.0 -0.3
H 1.59020 4.30479 1.40351 0.6 -0.1 -0.4
H 2.42810 5.20968 -0.85834 0.2 -0.2 0.0
H 0.79423 4.93441 -1.51941 0.0 0.6 0.2
H 0.97921 2.82263 -1.33823 0.0 -0.4 -0.4
H 0.19157 2.81313 0.64343 0.0 -0.2 0.1
C 0.79751 -3.39110 3.54096 -0.9 0.4 -1.0
C 1.22439 -2.32014 2.52738 0.7 0.2 0.9
O 1.17051 -2.71626 1.17728 0.2 -0.5 0.3
O -0.56808 -3.78301 3.29064 0.9 -0.1 0.7
H 0.90895 -2.95397 4.53684 -0.4 0.2 0.1
H 1.45276 -4.26564 3.56910 0.0 -0.1 -0.5
H 2.22550 -1.97043 2.80322 0.2 -0.1 -0.1
H 0.60791 -1.42576 2.64891 -0.3 -0.1 0.2
H 0.74216 -1.96329 0.73844 -0.3 -0.1 -0.3
H -0.83203 -3.44587 2.42052 -0.1 0.0 -0.1
C -1.32014 0.65302 3.61004 0.7 -1.3 -1.6
C -0.47428 1.90705 3.71510 0.3 0.3 0.8
O 0.88675 1.78807 3.34098 -0.6 -0.5 0.0
O -1.76994 0.43791 2.25723 -1.1 0.5 0.5
H -2.18743 0.59094 4.26779 -0.3 0.7 -0.2
H -0.79086 -0.27350 3.85505 0.6 0.3 0.5
H -0.43045 2.22045 4.76257 -0.2 0.0 0.1
H -0.95822 2.70693 3.14786 -0.1 0.0 -0.1
H 0.91280 1.47250 2.41480 0.3 0.1 0.2
H -1.08708 0.19413 1.62500 0.5 -0.1 0.3
C -3.01658 2.20072 -2.28859 1.0 -0.2 -0.4
C -3.29818 1.28181 -1.11282 0.3 0.2 -0.2
O -2.82527 -0.02995 -1.32396 -0.1 -0.3 0.1
O -1.76654 2.87847 -2.29492 -0.5 0.6 0.1
H -3.78137 2.97952 -2.31036 0.0 0.1 -0.1
H -3.07270 1.57397 -3.18432 -0.3 0.0 -0.2
H -4.38359 1.17671 -1.03213 -0.1 0.3 0.3
H -2.84403 1.73089 -0.22596 -0.3 0.0 0.3
H -1.99286 -0.14902 -0.85898 0.3 0.0 -0.2
H -0.98279 2.30430 -2.16431 -0.9 -0.4 0.0
C -2.59420 -3.54247 -0.01142 0.4 0.3 -0.2
C -1.48766 -3.90454 -1.01225 0.3 -0.2 0.0
O -0.76677 -2.81959 -1.59216 -0.9 -1.2 0.2
O -2.10246 -2.75366 1.06266 0.1 -0.1 0.2
H -2.93501 -4.45730 0.47626 -0.2 -0.1 -0.3
H -3.43173 -3.01283 -0.47119 0.0 -0.1 -0.2
H -1.89581 -4.49697 -1.83314 -0.1 0.0 0.0
H -0.79444 -4.55279 -0.46470 0.1 -0.1 0.0
H -0.68720 -2.15571 -0.89882 0.3 0.5 -0.2
H -1.71534 -1.95280 0.69366 0.0 0.3 0.1
```
Forces are in eV/Å.

The value obtained for the HOMO energy is 3.11 eV. The value obtained for the energy above the lowest of the compared OMol25 structures with the same formula, charge and spin is 71.3 kcal per mole. The total charge is -3. The maximum force is 8.9 eV/A.

=====

What is the maximum force in the first record?
0.7 eV/A